C6H8BeN2O12S3 as an isolated structure at a distorted geometry. Source: OMol25; level of theory: ωB97M-V/def2-TZVPD.

Energy relative to the best compared isomer or geometry (same formula, charge and spin) in kJ/mol: 0.0
LUMO level in eV: 8.210
Orbital gap in eV: 3.358
HOMO level in eV: 4.85

The geometry in ORCA input format:
```
! wB97M-V def2-TZVPD RIJCOSX def2/J DEFGRID3
* xyz -4 1
Be 0.6632 -1.2231 -1.3794
S 3.5095 -1.9309 -0.5301
O 3.7713 -2.8758 0.5424
O 2.5889 -2.4844 -1.5543
O 2.7694 -0.7424 -0.0355
O 4.7653 -1.3713 -1.0886
S 1.9640 1.7185 -2.1551
O 2.8971 0.7063 -2.6529
O 2.6168 2.3517 -1.0160
O 1.5848 2.7117 -3.1869
O 0.7158 1.0010 -1.7725
S -0.3172 -3.4990 0.3056
O 0.0820 -3.5405 -1.1286
O 0.3948 -4.5523 1.0474
O 0.1522 -2.1715 0.7155
O -1.7609 -3.7544 0.3621
C -4.0040 0.7613 -0.2727
C -2.8297 0.1566 -0.8982
N -1.9392 -0.3696 -1.3837
H -3.6648 1.5753 0.3681
H -4.5171 0.0356 0.3585
H -4.7140 1.0952 -1.0290
N 0.2431 2.0225 0.8465
C 0.3127 0.8081 1.4147
C -0.7379 0.7135 2.2738
C -1.4994 1.8890 2.2300
C -0.8082 2.7274 1.3624
H 0.9823 2.4342 0.2815
H 1.1107 0.1241 1.1448
H -0.8715 -0.0981 2.9758
H -2.4358 2.0283 2.7526
H -1.0244 3.7528 1.1017
*
```

Atom charges from the natural (NBO) analysis, given in e for atoms 1 to 8: Be 1.637; S 2.598; O -1.084; O -1.130; O -1.147; O -1.104; S 2.597; O -1.063

---

A single C6H8BrNO2 molecule at a distorted geometry. Source: OMol25; level of theory: ωB97M-V/def2-TZVPD.

Energy relative to the best compared isomer or geometry (same formula, charge and spin) in kJ/mol: 450.0
LUMO level in eV: 0.031
Orbital gap in eV: 8.930
HOMO level in eV: -8.90

The geometry in ORCA input format:
```
! wB97M-V def2-TZVPD RIJCOSX def2/J DEFGRID3
* xyz 0 1
C 0.5364 -0.6612 -0.5217
C 2.8818 -1.6617 0.1883
C 2.4725 -0.3458 0.5163
C 2.4580 -0.0292 2.0458
C -1.5398 -0.1896 -1.8079
C -0.6509 0.1126 -0.5129
N 0.9056 -1.7007 -1.0972
O 3.7966 -2.2957 0.6661
O 2.0840 -2.2577 -0.8039
Br 3.2805 1.0265 -0.6175
H 3.4325 -0.0727 2.4520
H 1.9832 -0.8347 2.4800
H 2.0588 1.0270 2.1982
H -1.8904 0.7925 -2.3477
H -2.4074 -0.7650 -1.4992
H -0.9633 -0.6447 -2.5088
H -1.1335 -0.2720 0.2979
H -0.5665 1.2183 -0.4814
*
```

Atom charges from the natural (NBO) analysis, given in e for atoms 1 to 8: C 0.367; C 0.656; C -0.190; C -0.636; C -0.574; C -0.525; N -0.140; O -0.514

---

A 3-piece molecular cluster, C6H8BrO6 overall at a distorted geometry. Source: OMol25; level of theory: ωB97M-V/def2-TZVPD.

Energy relative to the best compared isomer or geometry (same formula, charge and spin) in kJ/mol: 21.8
LUMO level in eV: 3.013
Orbital gap in eV: 7.618
HOMO level in eV: -4.60

The geometry in ORCA input format:
```
! wB97M-V def2-TZVPD RIJCOSX def2/J DEFGRID3
* xyz -1 1
Br -0.0653 -0.0496 0.5923
C 2.5594 2.1681 -0.8454
C 3.2859 3.3667 -0.2345
O 3.6660 4.1005 -1.4160
C 3.5833 3.3214 -2.5014
O 4.0586 3.5923 -3.5616
O 2.9215 2.1875 -2.2397
H 1.4986 2.0154 -0.6712
H 3.0107 1.2430 -0.4772
H 4.2212 3.1401 0.2686
H 2.5855 3.9184 0.3867
C -2.4641 -2.8900 1.7643
C -2.6424 -3.2932 0.3034
O -3.9390 -2.7956 -0.0143
C -4.5734 -2.4314 1.1148
O -5.6988 -2.0433 1.1997
O -3.7872 -2.5846 2.1906
H -1.7187 -2.0982 1.8480
H -2.0736 -3.7008 2.3848
H -2.5866 -4.3717 0.1535
H -1.8416 -2.7949 -0.2456
*
```

Atom charges from the natural (NBO) analysis, given in e for atoms 1 to 8: Br -0.979; C -0.127; C -0.097; O -0.504; C 0.969; O -0.610; O -0.479; H 0.254

---

C6H8BrO6Pd as an isolated structure at a distorted geometry. Source: OMol25; level of theory: ωB97M-V/def2-TZVPD.

Energy relative to the best compared isomer or geometry (same formula, charge and spin) in kJ/mol: 58.1
<S²>: 2.015
LUMO level (alpha / beta) in eV: -7.105 / -10.223
Orbital gap (alpha / beta) in eV: 6.062 / 2.919
HOMO level (alpha / beta) in eV: -13.17 / -13.14

The geometry in ORCA input format:
```
! wB97M-V def2-TZVPD RIJCOSX def2/J DEFGRID3
* xyz 1 3
Pd 17.7013 1.4000 -1.9929
Br 16.0281 3.4302 -2.3005
C 12.6488 1.4662 -1.6908
C 11.9817 2.5258 -2.4446
O 11.6320 1.7516 -3.5931
C 11.6120 0.4355 -3.3594
O 11.0920 -0.4576 -4.0138
O 12.1746 0.2754 -2.1964
H 12.3386 1.4781 -0.6459
H 13.7280 1.6197 -1.6855
H 12.5685 3.4028 -2.7178
H 11.1244 2.9253 -1.9028
C 15.2187 3.4537 -6.7199
C 14.5798 4.0474 -5.5366
O 13.8184 5.1376 -6.0087
C 14.5204 5.6313 -7.0229
O 14.5107 6.8105 -7.3500
O 15.3667 4.7004 -7.4724
H 14.4242 2.9553 -7.2754
H 16.2212 3.0296 -6.6632
H 15.3018 4.4134 -4.8066
H 13.8947 3.2949 -5.1461
*
```

Atom charges from the natural (NBO) analysis, given in e for atoms 1 to 8: Pd 0.968; Br -0.019; C -0.099; C -0.095; O -0.496; C 0.964; O -0.551; O -0.467

---

An isolated ion of composition C6H8Cl2F3N2 and charge +1 at a distorted geometry. Source: OMol25; level of theory: ωB97M-V/def2-TZVPD.

Energy relative to the best compared isomer or geometry (same formula, charge and spin) in kJ/mol: 137.4
Structure (SMILES): [H]/N=C/[C@H]([C@@H](Cl)/[N+](C)=C\Cl)C(F)(F)F
LUMO level in eV: -6.315
Orbital gap in eV: 7.239
HOMO level in eV: -13.55

The geometry in ORCA input format:
```
! wB97M-V def2-TZVPD RIJCOSX def2/J DEFGRID3
* xyz 1 1
H -3.4854 -1.5945 -1.8552
N -2.7803 -1.1984 -1.0563
C -1.5731 -1.4119 -1.2290
C -0.6607 -0.8136 -0.1995
C 0.1320 0.5170 -0.7145
Cl -1.0003 1.7018 -1.5122
N 0.7577 1.2581 0.3549
C 0.1060 1.7320 1.5776
C 2.2513 1.6080 0.1962
Cl 3.1105 1.1789 -1.0883
C 0.3521 -1.7730 0.3529
F -0.2072 -2.7374 1.0780
F 1.0936 -2.3282 -0.6730
F 1.1895 -1.1897 1.2260
H -1.2409 -2.0888 -2.0897
H -1.2686 -0.4909 0.6623
H 0.7022 0.2536 -1.5943
H 0.3794 2.7689 1.6898
H 0.5796 1.0716 2.3825
H -0.9282 1.4486 1.4166
H 2.4908 2.0880 1.0754
*
```

Atom charges from the natural (NBO) analysis, given in e for atoms 1 to 8: H 0.379; N -0.547; C 0.080; C -0.378; C -0.039; Cl 0.000; N -0.289; C -0.429

---

A single C6H8Cl2FN molecule at a distorted geometry. Source: OMol25; level of theory: ωB97M-V/def2-TZVPD.

<S²>: 2.018
LUMO level (alpha / beta) in eV: 0.584 / -3.426
Orbital gap (alpha / beta) in eV: 7.294 / 7.215
HOMO level (alpha / beta) in eV: -6.71 / -10.64

The geometry in ORCA input format:
```
! wB97M-V def2-TZVPD RIJCOSX def2/J DEFGRID3
* xyz 0 3
C -0.4313 -0.2525 1.6003
C -0.3529 0.1521 0.3658
C -1.5857 -0.9805 2.1464
C 0.7483 -0.0749 -2.5201
C 0.6432 1.0867 -0.2058
C 1.5074 0.3655 -1.3205
N -1.5468 -1.1276 3.4666
F -2.6652 -1.6645 4.1128
Cl -2.9014 -1.5309 1.1999
Cl 2.8985 1.4517 -1.9020
H 0.0425 0.4289 2.3458
H -1.1218 -0.1774 -0.3051
H 0.2490 0.8494 -2.9926
H 1.3725 -0.8174 -3.1401
H -0.1237 -0.6937 -2.1893
H 0.0489 1.8600 -0.5619
H 1.3358 1.4957 0.5793
H 1.8827 -0.3707 -0.6794
*
```

Atom charges from the natural (NBO) analysis, given in e for atoms 1 to 8: C -0.245; C -0.108; C -0.001; C -0.653; C -0.456; C -0.126; N 0.077; F -0.207

---

C6H8Cl2O as an isolated structure at a distorted geometry. Source: OMol25; level of theory: ωB97M-V/def2-TZVPD.

Energy relative to the best compared isomer or geometry (same formula, charge and spin) in kJ/mol: 162.5
LUMO level in eV: -0.233
Orbital gap in eV: 8.554
HOMO level in eV: -8.79

The geometry in ORCA input format:
```
! wB97M-V def2-TZVPD RIJCOSX def2/J DEFGRID3
* xyz 0 1
C -0.5002 2.1826 -0.2491
C -0.3180 0.8253 -0.6866
C 0.1749 -0.4056 0.0848
C -1.2651 -0.6564 0.1763
C 0.8587 -1.3617 -0.8919
C 0.9887 -0.1327 1.3922
O -0.9124 3.0225 -1.0252
Cl -2.3195 -0.0731 1.5034
Cl -2.3732 -1.4755 -0.8647
H -0.2293 2.3488 0.8071
H -0.6133 0.7110 -1.7777
H 1.8478 -0.7845 -1.1120
H 0.2980 -1.3908 -1.8925
H 0.8173 -2.3403 -0.4178
H 2.0356 -0.1501 1.0104
H 0.9127 -1.0227 2.1664
H 0.5972 0.7032 1.7771
*
```

Atom charges from the natural (NBO) analysis, given in e for atoms 1 to 8: C 0.365; C -0.299; C -0.149; C 0.007; C -0.598; C -0.578; O -0.523; Cl 0.006

---

C6H8ClIN2 as an isolated structure at a distorted geometry. Source: OMol25; level of theory: ωB97M-V/def2-TZVPD.

Energy relative to the best compared isomer or geometry (same formula, charge and spin) in kJ/mol: 17.3
LUMO level in eV: -0.222
Orbital gap in eV: 9.056
HOMO level in eV: -9.28

The geometry in ORCA input format:
```
! wB97M-V def2-TZVPD RIJCOSX def2/J DEFGRID3
* xyz 0 1
C 0.1473 -0.9674 0.8416
C -0.5954 1.3321 0.3118
C -0.2916 0.5927 2.4986
C -0.6497 -0.0912 -0.2254
C 1.2783 -0.2132 -1.7842
C -0.1957 -0.5188 -1.6392
N 0.2098 -0.6048 2.0424
N -0.4788 1.5949 1.5379
Cl -0.3198 2.6642 -0.6465
I -2.6425 -0.9063 0.1798
H 0.4304 -1.9064 0.4357
H -1.2435 0.4408 3.0189
H 0.4814 0.9729 3.1837
H 1.8465 -1.1074 -2.2610
H 1.6198 -0.1408 -0.7262
H 1.5627 0.5046 -2.6440
H -0.4387 -1.5912 -1.6771
H -0.7205 -0.0547 -2.4470
*
```

Atom charges from the natural (NBO) analysis, given in e for atoms 1 to 8: C 0.088; C 0.162; C -0.125; C -0.197; C -0.644; C -0.458; N -0.390; N -0.403

---

A single C6H8ClN molecule at a distorted geometry. Source: OMol25; level of theory: ωB97M-V/def2-TZVPD.

Energy relative to the best compared isomer or geometry (same formula, charge and spin) in kJ/mol: 74.6
Structure (SMILES): N[C@@]12CC=C[C@@H]1[C@H]2Cl
LUMO level in eV: 1.019
Orbital gap in eV: 9.679
HOMO level in eV: -8.66

The geometry in ORCA input format:
```
! wB97M-V def2-TZVPD RIJCOSX def2/J DEFGRID3
* xyz 0 1
N -1.3714 -0.8671 -1.1837
C -0.4469 -0.1089 -0.4266
C -1.0024 0.5573 0.7824
C 0.1250 0.5517 1.7643
C 1.1860 -0.1394 1.2541
C 0.9574 -0.5281 -0.1598
C 0.6758 0.5996 -1.1438
Cl 0.9969 0.2506 -2.8091
H -1.3298 -1.8719 -0.9017
H -1.1475 -0.8015 -2.1856
H -1.8357 -0.0137 1.2099
H -1.3531 1.6048 0.5284
H 0.0637 0.9748 2.7905
H 2.0757 -0.3807 1.7810
H 1.4712 -1.4016 -0.5138
H 0.9350 1.5739 -0.7867
*
```

Atom charges from the natural (NBO) analysis, given in e for atoms 1 to 8: N -0.822; C 0.101; C -0.444; C -0.190; C -0.193; C -0.300; C -0.228; Cl -0.009

---

An isolated ion of composition C6H8ClO4S and charge -1 at a distorted geometry. Source: OMol25; level of theory: ωB97M-V/def2-TZVPD.

Energy relative to the best compared isomer or geometry (same formula, charge and spin) in kJ/mol: 0.0
Structure (SMILES): C[C@@]1(C(=O)[O-])[C@H](Cl)[C@H]1S(C)(=O)=O
LUMO level in eV: 3.087
Orbital gap in eV: 7.986
HOMO level in eV: -4.90

The geometry in ORCA input format:
```
! wB97M-V def2-TZVPD RIJCOSX def2/J DEFGRID3
* xyz -1 1
C 0.1639 -1.1137 -1.2965
C 0.8798 -0.3389 -0.1899
C 1.8713 -1.3417 0.5982
O 2.3526 -2.2368 -0.0503
O 1.9196 -1.0284 1.7784
C 1.4748 0.9783 -0.6972
Cl 3.0158 1.5683 -0.2105
C 0.3366 0.8174 0.6132
S -1.2863 1.3947 0.2771
C -2.2675 -0.0193 0.7971
O -1.4375 1.5263 -1.1386
O -1.5418 2.4712 1.1565
H -0.5693 -0.3919 -1.8252
H -0.6070 -1.7946 -0.9074
H 1.0233 -1.6522 -1.8486
H 0.9840 1.5160 -1.5427
H 0.7562 0.5936 1.6807
H -3.3829 0.1581 0.8658
H -1.9898 -0.8824 0.1473
H -1.6957 -0.2239 1.7928
*
```

Atom charges from the natural (NBO) analysis, given in e for atoms 1 to 8: C -0.646; C -0.203; C 0.795; O -0.731; O -0.760; C -0.196; Cl -0.004; C -0.623

---

C6H8CoO6 as an isolated structure at a distorted geometry. Source: OMol25; level of theory: ωB97M-V/def2-TZVPD.

Energy relative to the best compared isomer or geometry (same formula, charge and spin) in kJ/mol: 135.2
<S²>: 3.754
LUMO level (alpha / beta) in eV: -11.277 / -12.309
Orbital gap (alpha / beta) in eV: 5.702 / 4.666
HOMO level (alpha / beta) in eV: -16.98 / -16.98

The geometry in ORCA input format:
```
! wB97M-V def2-TZVPD RIJCOSX def2/J DEFGRID3
* xyz 2 4
O 0.0851 -2.7018 2.9041
C -0.2807 -1.9294 2.0052
O 0.4914 -0.8571 1.8871
O -1.4089 -2.0652 1.4165
C -1.9136 -1.0990 0.4438
C -0.9623 -0.8782 -0.6876
C -0.8164 0.3206 -1.2633
C 0.3079 0.6453 -2.1960
Co 1.1739 -1.2987 3.7157
H -2.1608 -0.1725 0.9766
H -2.8376 -1.5731 0.0969
H -0.4975 -1.7633 -1.1334
H -1.4529 1.1600 -0.9647
H -0.1182 0.8872 -3.1784
H 1.0067 -0.1909 -2.3195
O 1.0892 1.8066 -1.8902
C 1.7414 2.0674 -0.7821
O 2.1931 1.1697 -0.0923
H 2.1180 3.4630 0.4443
O 1.5629 3.2961 -0.3336
H 0.6792 -0.2866 0.9508
*
```

Atom charges from the natural (NBO) analysis, given in e for atoms 1 to 8: O -0.649; C 1.017; O -0.841; O -0.374; C -0.122; C -0.318; C -0.110; C -0.112

---

C6H8CuO6 as an isolated structure at a distorted geometry. Source: OMol25; level of theory: ωB97M-V/def2-TZVPD.

Energy relative to the best compared isomer or geometry (same formula, charge and spin) in kJ/mol: 0.0
<S²>: 0.754
LUMO level (alpha / beta) in eV: -7.626 / -9.437
Orbital gap (alpha / beta) in eV: 9.766 / 7.954
HOMO level (alpha / beta) in eV: -17.39 / -17.39

The geometry in ORCA input format:
```
! wB97M-V def2-TZVPD RIJCOSX def2/J DEFGRID3
* xyz 2 2
O -0.9948 -0.3788 -1.8840
C -0.4226 0.0050 -3.0006
O -0.8429 -0.3506 -4.0812
O 0.6448 0.7890 -2.9441
C 1.1657 1.2640 -1.7428
C 2.0809 0.5695 -1.0779
C 2.7331 1.0814 0.1685
C 2.5583 0.1944 1.3648
O 1.0329 0.0995 1.7207
C 0.3833 0.9056 2.3431
O -0.3416 1.8110 2.3950
Cu -2.1333 -1.4973 -4.8574
H -0.5289 -0.0863 -1.0849
H 0.7981 2.2539 -1.4683
H 2.3904 -0.4093 -1.4551
H 2.4334 2.1144 0.3976
H 3.8280 1.1019 0.0277
H 3.0247 0.5682 2.2797
H 2.7677 -0.8640 1.1968
O 0.5940 0.0325 4.5145
H 0.0330 0.5605 5.1139
*
```

Atom charges from the natural (NBO) analysis, given in e for atoms 1 to 8: O -0.638; C 1.047; O -0.751; O -0.460; C 0.084; C -0.215; C -0.504; C -0.005

---

no.,DFT total energy (Ha)
1,-2454.8404
2,-3012.5099
3,-3259.0099
4,-3386.3099
5,-1562.5603
6,-1308.1786
7,-1228.9265
8,-1100.7548
9,-748.3197
10,-1392.7596
11,-2066.8510
12,-2324.5655